Entry from the Open Molecules 2025 dataset: a molecular structure, C35H56Br5GeNO2PS4Si3Ti in a non-equilibrium geometry (ωB97M-V/def2-TZVPD).

As for the charge: -2. The energy relative to the best compared isomer or geometry (same formula, charge and spin) comes out at 100.8 kJ/mol. For the LUMO energy (alpha / beta), the calculation gives 3.48 / 3.48 eV. For the HOMO energy (alpha / beta), the calculation gives -0.00804 / -0.00798 Eh. The expectation value of S² is 0.76. Its spin multiplicity is 2.

```
109
Properties=species:S:1:pos:R:3:forces:R:3:lowdin_charge:R:1
Ti 0.708727 0.346506 -0.970633 -1.79 2.01 1.11 0.39
C 3.465411 -3.904690 1.068228 0.18 -0.01 -0.06 -0.04
C 3.205735 -3.098783 -0.172223 0.01 0.09 -0.15 -0.23
C 3.915735 -3.304156 -1.358091 -0.21 0.16 -0.01 -0.01
C 3.612308 -2.556984 -2.480135 -0.10 -0.06 0.34 -0.10
C 2.597052 -1.608261 -2.389379 0.25 -0.37 0.01 -0.69
Br 2.116412 -0.748768 -3.983001 -0.01 0.07 0.03 0.93
N 1.937258 -1.362045 -1.261468 0.60 -0.97 -0.36 -0.04
C 2.241203 -2.109635 -0.182135 0.12 0.00 -0.12 -0.08
H 3.254178 -4.962485 0.894831 -0.01 -0.01 0.02 0.09
H 2.852457 -3.563021 1.898901 0.04 0.07 0.06 0.05
H 4.509446 -3.819245 1.372790 0.04 0.00 0.00 0.08
H 4.686628 -4.061177 -1.403973 0.09 -0.06 0.00 0.11
H 4.108928 -2.703054 -3.426583 0.05 -0.03 0.01 0.09
H 1.644409 -1.908246 0.699146 0.15 0.18 -0.05 0.06
S -0.868958 -0.803607 1.144038 -0.06 0.15 -0.20 0.44
S -3.124560 2.453162 2.039999 0.43 0.01 0.04 -0.26
S -1.077560 2.642189 1.645878 -0.32 -0.04 -0.33 -0.26
S -0.848120 2.245751 -0.414007 -0.04 -0.39 0.16 0.04
Br 4.361554 6.042517 -1.998965 0.02 0.08 0.00 0.65
C 3.546899 4.545876 -1.176872 0.11 0.11 -0.13 -0.76
C 3.572448 4.386257 0.195856 0.05 0.12 0.15 -0.76
Br 4.352349 5.706334 1.301549 0.07 0.08 0.05 0.66
C 3.016952 3.248339 0.783771 -0.08 -0.18 -0.10 -0.62
Br 3.095441 2.896512 2.636143 -0.03 0.22 0.00 0.79
C 2.396390 2.279581 0.002933 0.27 0.05 0.17 -0.45
O 1.935451 1.145765 0.443038 0.23 -0.36 0.16 -0.25
C 2.320168 2.483921 -1.401793 0.05 -0.11 -0.15 -0.42
O 1.705154 1.531024 -2.083250 0.55 0.18 -0.11 -0.33
C 2.932361 3.576032 -1.976694 -0.03 0.02 -0.07 -0.63
Br 2.933682 3.658096 -3.864124 -0.04 0.01 -0.04 0.74
C -2.818204 -3.531934 -2.313527 0.28 0.10 -0.08 -0.23
Si -1.567427 -2.525370 -3.340009 -0.09 0.15 0.08 0.32
C -2.110045 -2.742303 -5.145469 0.08 -0.02 0.26 -0.23
C -0.003063 -3.600791 -3.198424 -0.10 0.14 -0.02 -0.24
Ge -1.371135 -0.259216 -2.478197 -0.42 -0.66 -0.58 0.48
Si -1.388181 1.155243 -4.430216 0.02 0.05 0.08 0.31
C -0.186695 0.690597 -5.829293 -0.19 0.08 0.14 -0.27
C -0.942748 2.933534 -3.995990 0.14 -0.13 0.21 -0.23
C -3.053768 1.292430 -5.325581 0.32 -0.05 -0.01 -0.23
Si -3.651050 0.141903 -1.819926 -0.02 0.08 0.10 0.30
C -4.069642 1.979567 -1.795570 0.13 -0.20 -0.03 -0.24
C -4.159201 -0.514258 -0.131253 0.21 0.13 -0.06 -0.25
C -4.901583 -0.693093 -2.998527 0.17 0.31 0.28 -0.22
H -2.510440 -4.572742 -2.239722 0.08 -0.25 0.00 0.01
H -3.801308 -3.507004 -2.758461 -0.38 0.02 -0.19 0.00
H -2.909871 -3.135389 -1.310229 0.01 0.11 0.30 -0.01
H -2.240586 -3.790530 -5.400639 -0.03 -0.31 -0.05 0.01
H -1.379671 -2.320477 -5.824192 0.24 0.14 -0.21 0.00
H -3.048753 -2.232115 -5.319698 -0.32 0.17 -0.04 0.00
H -0.277680 -4.640599 -3.366202 -0.05 -0.23 -0.05 0.02
H 0.447412 -3.530499 -2.211780 0.07 0.00 0.23 0.00
H 0.752457 -3.330511 -3.927448 0.18 0.07 -0.19 -0.01
H 0.811123 1.044676 -5.603825 0.31 0.17 0.07 -0.03
H -0.515717 1.189239 -6.739547 -0.05 0.11 -0.18 0.02
H -0.136155 -0.371018 -6.027631 -0.02 -0.37 -0.07 -0.02
H -0.225039 2.990347 -3.174634 0.00 -0.04 -0.06 -0.02
H -1.819493 3.492945 -3.681929 -0.16 0.10 0.04 0.02
H -0.505605 3.426939 -4.864080 0.03 0.11 -0.15 0.02
H -3.329390 0.377334 -5.834473 -0.06 -0.33 -0.17 0.01
H -2.965116 2.080633 -6.071429 0.01 0.17 -0.18 0.02
H -3.855634 1.554054 -4.654733 -0.32 0.14 0.31 0.00
H -4.002646 2.334578 -0.769969 0.00 0.05 0.20 -0.03
H -5.075861 2.132704 -2.176141 -0.32 0.06 -0.06 0.02
H -3.385660 2.589016 -2.370414 0.18 0.13 -0.19 -0.01
H -3.453663 -0.204156 0.637667 -0.03 0.12 0.03 -0.06
H -4.254914 -1.593780 -0.128342 -0.03 -0.38 -0.01 0.00
H -5.123821 -0.079070 0.124071 -0.20 0.06 0.05 0.03
H -4.633507 -0.621501 -4.037356 0.16 0.09 -0.54 -0.01
H -5.871764 -0.217987 -2.868797 -0.23 0.11 0.05 0.02
H -5.011855 -1.737755 -2.762150 -0.06 -0.49 0.16 -0.01
C -1.394867 0.122312 4.246156 0.07 -0.10 0.04 -0.13
C -1.717575 -1.368697 4.103657 0.07 -0.07 0.02 -0.65
C -3.207361 -1.509412 3.791474 0.07 0.13 0.02 -0.08
C -1.389144 -2.046247 5.436429 0.02 0.01 -0.03 -0.09
P -0.659185 -1.982518 2.692056 0.23 -0.01 0.20 0.71
C 1.045148 -1.877115 3.406805 0.00 -0.11 -0.02 -0.30
C 1.606509 -2.785714 4.321751 -0.21 0.30 -0.32 -0.11
C 2.881486 -2.587181 4.820687 0.11 0.29 -0.15 -0.10
C 3.611837 -1.467911 4.426412 -0.14 0.00 -0.12 -0.08
C 3.054973 -0.542097 3.549491 0.16 -0.37 0.29 -0.07
C 1.777683 -0.738669 3.049859 -0.18 -0.26 0.00 -0.11
C -1.028235 -3.747380 2.121426 0.12 0.06 0.14 -0.63
C -0.072015 -4.010825 0.951951 -0.04 0.06 0.07 -0.11
C -2.462487 -3.802339 1.583792 0.08 0.04 -0.06 -0.10
C -0.853509 -4.869169 3.144579 -0.10 0.04 -0.17 -0.09
H -1.936758 0.490930 5.116153 -0.08 0.06 0.14 0.09
H -1.716774 0.705703 3.392527 -0.14 0.12 -0.22 -0.06
H -0.334846 0.300590 4.407331 0.18 0.00 0.06 0.08
H -3.753379 -0.891487 4.507324 -0.04 0.02 0.00 0.09
H -3.556191 -2.531635 3.895348 -0.05 -0.24 0.00 0.06
H -3.449706 -1.135053 2.799507 -0.01 0.07 -0.11 0.06
H -2.083221 -1.654447 6.180419 -0.06 0.04 0.08 0.08
H -0.379914 -1.811247 5.772503 0.02 0.02 -0.02 0.07
H -1.504904 -3.125497 5.421937 -0.04 -0.25 -0.04 0.06
H 1.048774 -3.635152 4.673325 -0.15 -0.15 0.00 0.08
H 3.299756 -3.298935 5.518570 0.05 -0.04 0.06 0.09
H 4.610848 -1.316547 4.810231 0.09 0.03 0.04 0.09
H 3.592679 0.341116 3.245631 0.11 0.02 -0.01 0.03
H 1.357262 0.003580 2.378653 -0.02 -0.01 -0.06 0.06
H -0.197983 -3.266800 0.165597 -0.07 -0.05 0.00 0.05
H -0.299416 -4.992916 0.538149 -0.01 -0.14 -0.06 0.09
H 0.969265 -4.011254 1.273243 -0.10 -0.04 0.03 0.05
H -3.183266 -4.002109 2.368366 -0.12 0.00 0.17 0.07
H -2.518765 -4.613007 0.857651 -0.05 -0.11 -0.06 0.08
H -2.747150 -2.887217 1.073697 -0.01 0.13 -0.08 0.04
H 0.166233 -4.966145 3.486037 0.32 -0.02 0.09 0.06
H -1.114487 -5.809746 2.655402 -0.06 -0.08 -0.03 0.08
H -1.507449 -4.758808 4.000965 -0.15 0.07 0.21 0.06
```
Positions in Å, forces in eV/Å.



Entry from the Open Molecules 2025 dataset: 2 unconnected molecules or ions with the total composition C5H9FO in a non-equilibrium geometry (ωB97M-V/def2-TZVPD).

As for the charge: 0. The energy relative to the best compared isomer or geometry (same formula, charge and spin) comes out at 666.2 kJ/mol. For the LUMO energy, the calculation gives -0.43 eV. For the HOMO energy, the calculation gives -0.33284 Eh. Its spin multiplicity is 1.

```
16
Properties=species:S:1:pos:R:3:forces:R:3:lowdin_charge:R:1
C 0.996144 0.122086 0.808650 -1.02 0.86 -4.31 -0.46
C 0.534542 1.570788 0.878043 -1.99 -0.07 -3.61 -0.22
C -0.112979 -0.952004 0.685008 -1.57 -0.26 2.52 -0.15
C -1.043381 -1.021345 -0.617932 1.47 -1.05 3.97 -0.17
C -0.966698 -0.289349 -1.700892 1.34 1.55 -5.15 -0.07
H 0.637118 -1.005672 -1.517058 1.19 1.91 1.99 0.34
H 1.488443 -0.118660 1.707955 1.46 -0.34 0.96 0.11
H 1.183469 2.413901 0.770094 1.56 -0.20 0.21 0.10
H -0.131561 1.805826 -0.141478 0.82 -0.84 2.76 0.15
H 0.505948 -1.889392 1.130544 -2.09 1.36 -1.91 0.16
H -0.987243 -0.775923 1.492102 2.02 -0.29 -1.31 0.14
H -1.923430 -1.643275 -0.395460 0.49 0.04 -0.62 0.11
H -1.673815 -0.410753 -2.600579 0.66 -0.06 1.80 0.10
H -0.097536 0.393561 -2.089653 -1.58 -0.92 1.61 0.11
O 1.710585 0.065174 -0.450792 -1.30 -2.20 -0.31 -0.24
F -0.119606 1.735035 2.041447 -1.45 0.50 1.39 -0.03
```
Positions in Å, forces in eV/Å.